# C4H8N2O3

A structure of composition C4H8N2O3 in a non-equilibrium geometry (the ωB97M-V functional and the def2-TZVPD basis, the Open Molecules 2025 dataset).

```
17
Properties=species:S:1:pos:R:3:forces:R:3
C 2.036 0.084 1.402 0.18 0.06 -0.41
C 1.138 -1.145 1.139 -0.33 0.81 -1.62
C 0.026 -0.132 -0.717 1.90 -2.29 -0.86
C -2.333 0.567 -0.388 -2.28 0.00 2.99
H 1.754 0.869 2.187 -0.33 -1.38 -1.20
H 2.157 0.543 0.376 0.24 -0.20 1.45
H 2.983 -0.312 1.750 0.45 0.11 -0.16
H 1.541 -1.886 0.372 -0.06 1.27 1.02
H 0.842 -1.724 1.998 -0.38 0.18 0.36
H -2.895 1.576 -0.833 1.39 -2.88 1.61
H -1.902 0.674 0.806 -1.80 -0.02 -3.60
H -3.212 -0.443 -0.368 2.95 3.08 -0.28
N -1.142 0.389 -1.191 -2.69 0.96 -0.58
N -1.445 0.898 -2.504 3.20 -0.47 -0.03
O -0.109 -0.599 0.528 -0.08 -0.20 1.13
O 1.030 -0.365 -1.368 -0.82 0.94 -0.03
O -0.470 1.004 -3.189 -1.55 0.02 0.21
```
Forces are in eV/Å.

## Properties
E_LUMO	-0.089	eV
HOMO-LUMO gap	9.849	eV
largest force on an atom	0.083	hartree/bohr
E_tot	-13396.14821	eV
HOMO level	-0.3652	hartree

Results of the natural (NBO) charge analysis, in e, for atoms 1 through 4: -0.659, -0.068, 0.871, -0.455